# 1
The following is a quantum chemistry calculation of 2 unconnected molecules or ions with the total composition C6H12ClN3, from OMol25.

E, eV: -23389.375
Lowest unoccupied orbital energy, eV: -8.91
Total charge: +2
Kohn-Sham gap, eV: 7.833
Spin multiplicity: 1

```
22
Properties=species:S:1:pos:R:3:forces:R:3:lowdin_charge:R:1
C -2.682 -0.248 1.933 -0.2 0.2 -0.3 -0.1214
C -1.618 -0.776 2.399 -0.4 0.1 -0.1 -0.4885
C 0.404 0.124 0.152 -0.7 -0.1 0.6 -0.1060
C 2.070 -0.022 -1.727 0.4 0.2 0.0 -0.3169
C -4.043 -0.347 2.592 -0.2 -0.1 0.4 -0.0093
C 2.296 -0.690 -3.027 0.1 -0.1 -0.5 0.0431
N 2.953 0.851 -1.303 0.0 0.0 0.1 0.2516
N 0.560 1.398 0.380 0.6 0.3 -0.3 0.1211
N 0.988 -0.372 -1.014 -0.2 0.0 -0.3 0.0810
Cl -0.487 -1.531 3.172 0.2 -0.1 0.1 1.0351
H -2.704 0.314 1.005 0.4 -0.1 -0.1 0.1481
H -4.010 -0.884 3.533 0.0 0.0 0.1 0.0967
H -4.422 0.663 2.759 0.1 0.0 0.0 0.1092
H -4.712 -0.857 1.901 0.0 0.0 0.0 0.1096
H 3.283 -0.471 -3.427 0.0 0.0 0.0 0.1079
H 1.554 -0.351 -3.754 -0.1 0.1 0.1 0.1250
H 2.185 -1.771 -2.951 0.0 0.0 0.1 0.1180
H 3.786 1.031 -1.852 -0.1 -0.1 0.0 0.1588
H 2.940 1.264 -0.379 -0.1 -0.1 -0.1 0.1380
H 0.153 1.795 1.215 0.0 0.0 -0.1 0.1158
H 0.996 2.077 -0.246 -0.1 0.0 0.1 0.1255
H 0.508 -1.198 -1.363 0.2 0.1 0.1 0.1577
```
Positions in Å, forces in eV/Å.

***

# 2
The following is a quantum chemistry calculation of a molecular structure, C38H49N5SSbSn, from OMol25.

E, eV: -70852.590
Lowest unoccupied orbital energy, eV: -2.63
Total charge: +1
Kohn-Sham gap, eV: 7.398
Spin multiplicity: 1

```
95
Properties=species:S:1:pos:R:3:forces:R:3:lowdin_charge:R:1
Sn -0.471 -0.865 -0.070 -0.1 -0.4 0.1 1.0324
C -0.115 -4.352 -1.106 0.0 0.0 0.0 -0.1784
C -0.816 -3.817 -2.368 0.1 0.2 0.1 -0.0949
C 0.030 -2.774 -3.047 0.0 0.1 -0.1 -0.2772
C 0.853 -3.144 -4.107 -0.1 0.0 0.0 -0.0066
C 1.675 -2.205 -4.701 0.0 0.0 0.0 -0.0352
C 1.662 -0.908 -4.219 0.0 0.0 0.0 -0.0393
C 0.829 -0.619 -3.160 -0.1 0.0 0.1 -0.1970
N 0.017 -1.512 -2.582 0.2 -0.4 0.0 -0.0102
N -0.540 -3.744 0.168 -0.2 0.2 0.1 -0.1955
C 0.459 -4.149 1.187 -0.1 0.0 0.0 -0.1759
C 0.512 -3.358 2.478 -0.1 0.0 0.0 -0.2865
C 1.757 -3.109 3.049 0.0 -0.1 0.1 -0.0351
C 1.819 -2.522 4.301 0.1 0.0 -0.1 -0.0497
C 0.638 -2.164 4.930 -0.1 0.0 0.0 -0.0579
C -0.554 -2.416 4.271 0.0 0.1 0.0 -0.1348
N -0.625 -3.008 3.080 0.0 0.1 -0.2 0.1112
C -1.859 -4.297 0.569 0.2 0.0 0.0 -0.1328
C -3.108 -3.739 -0.071 0.0 0.0 0.0 -0.2845
C -4.220 -4.565 -0.211 0.0 0.0 0.0 -0.0137
C -5.395 -4.030 -0.709 0.0 0.0 0.0 -0.0500
C -5.428 -2.688 -1.057 0.0 0.0 0.0 -0.0544
C -4.274 -1.945 -0.888 0.0 0.0 0.0 -0.1329
N -3.141 -2.454 -0.404 0.1 0.1 0.0 0.0411
H 0.959 -4.183 -1.212 0.0 0.0 0.0 0.1113
H -0.260 -5.438 -1.035 0.0 0.0 0.0 0.1281
H -1.793 -3.400 -2.131 0.0 0.0 0.0 0.0984
H -0.972 -4.644 -3.060 0.0 0.0 0.0 0.1212
H 0.839 -4.167 -4.457 0.0 0.0 0.0 0.1207
H 2.319 -2.483 -5.525 0.0 0.0 0.0 0.1174
H 2.285 -0.136 -4.648 0.0 0.0 0.0 0.1143
H 0.802 0.380 -2.744 0.0 0.0 0.0 0.0473
H 1.445 -4.077 0.732 -0.1 0.0 0.0 0.0783
H 0.298 -5.207 1.442 0.0 0.0 0.0 0.1422
H 2.659 -3.390 2.522 0.0 0.0 0.0 0.1180
H 2.776 -2.344 4.774 0.0 0.0 0.0 0.1156
H 0.636 -1.706 5.909 0.0 0.0 0.0 0.1071
H -1.502 -2.148 4.725 0.0 0.0 0.0 0.1101
H -1.961 -4.137 1.640 0.0 0.1 0.1 0.1112
H -1.844 -5.383 0.402 0.0 0.0 0.0 0.1264
H -4.160 -5.611 0.063 0.0 0.0 0.0 0.1179
H -6.271 -4.654 -0.830 0.0 0.0 0.0 0.1137
H -6.323 -2.230 -1.454 0.0 0.0 0.0 0.1072
H -4.245 -0.894 -1.153 0.0 0.0 0.0 0.1092
C -1.757 1.018 2.496 0.0 0.1 0.0 -0.0615
C -0.270 1.079 2.702 0.0 0.0 0.0 -0.3452
C 0.280 1.918 3.697 0.0 0.0 0.0 -0.0141
C 1.632 1.977 3.850 0.0 0.0 0.0 0.0177
C 2.473 1.195 3.028 0.0 0.0 0.0 -0.1599
C 3.880 1.203 3.157 0.0 0.0 0.0 -0.0289
C 4.635 0.412 2.341 0.0 0.0 0.0 -0.0609
C 4.021 -0.403 1.369 0.0 0.0 0.0 -0.1038
C 2.656 -0.434 1.207 0.0 0.0 -0.1 -0.5902
S 1.975 -1.459 -0.058 0.0 0.4 -0.1 0.5929
C 1.854 0.380 2.055 0.0 -0.1 0.0 -0.2557
N 0.497 0.352 1.916 0.0 -0.1 -0.1 0.0001
H -2.285 1.517 3.306 0.0 0.0 0.0 0.0902
H -2.101 -0.013 2.434 0.0 -0.1 0.0 0.0621
H -2.025 1.512 1.556 0.0 0.0 0.0 0.0435
H -0.381 2.505 4.321 0.0 0.0 0.0 0.1200
H 2.077 2.616 4.604 0.0 0.0 0.0 0.1275
H 4.338 1.836 3.907 0.0 0.0 0.0 0.1174
H 5.713 0.405 2.430 0.0 0.0 0.0 0.1115
H 4.635 -1.019 0.725 0.0 0.0 0.0 0.1065
C -2.739 4.380 -0.135 0.0 0.0 0.0 -0.1514
C -1.222 4.416 0.016 0.0 -0.1 0.0 -0.5790
C -0.818 4.528 1.481 0.0 0.0 0.0 -0.1425
Sb -0.310 2.703 -0.958 0.1 0.1 0.0 1.4635
C 1.765 3.202 -0.519 -0.1 0.0 0.0 -0.5665
C 2.714 2.296 -1.299 0.0 0.0 0.0 -0.1499
C 2.159 4.669 -0.654 0.0 0.0 0.0 -0.1321
C -0.712 3.420 -2.978 0.0 0.0 0.1 -0.5658
C -0.621 2.313 -4.024 0.0 0.0 0.0 -0.1666
C 0.083 4.647 -3.409 0.0 0.0 0.0 -0.1397
H -3.190 5.262 0.329 0.0 0.0 0.0 0.0827
H -3.166 3.501 0.357 0.0 0.0 0.0 0.0646
H -3.056 4.365 -1.179 0.0 0.0 0.0 0.0591
H -0.827 5.275 -0.533 0.0 0.0 0.0 0.0743
H -1.276 3.732 2.072 0.0 0.0 0.0 0.0502
H -1.166 5.478 1.898 0.0 0.0 0.0 0.0874
H 0.262 4.478 1.631 0.0 0.0 0.0 0.0583
H 1.821 2.926 0.541 0.0 0.0 0.0 0.0598
H 2.670 2.511 -2.372 0.0 0.0 0.0 0.0721
H 2.495 1.236 -1.152 0.0 0.0 0.0 0.0252
H 3.748 2.462 -0.979 0.0 0.0 0.0 0.0837
H 2.191 4.980 -1.697 0.0 0.0 0.0 0.0583
H 3.161 4.820 -0.242 0.0 0.0 0.0 0.0838
H 1.483 5.342 -0.124 0.0 0.0 0.0 0.0597
H -1.764 3.705 -2.877 0.0 0.0 0.0 0.0670
H 0.421 2.062 -4.241 0.0 0.0 0.0 0.0628
H -1.071 2.643 -4.965 0.0 0.0 0.0 0.0834
H -1.131 1.399 -3.714 0.0 0.0 0.0 0.0577
H 1.132 4.395 -3.576 0.0 0.0 0.0 0.0673
H 0.039 5.456 -2.679 0.0 0.0 0.0 0.0621
H -0.311 5.034 -4.354 0.0 0.0 0.0 0.0833
```
Positions in Å, forces in eV/Å.

***

# 3
The following is a quantum chemistry calculation of a molecular structure, C25H51BBr2FN5O2, from OMol25.

E, eV: -181776.501
Lowest unoccupied orbital energy, eV: 0.33
Kohn-Sham gap, eV: 8.603
Spin multiplicity: 1

```
87
Properties=species:S:1:pos:R:3:forces:R:3:lowdin_charge:R:1
C -0.187 1.211 3.886 0.0 -0.1 -0.1 -0.0844
N -1.616 1.539 3.792 0.5 -0.2 -0.3 -0.0764
C -2.450 0.479 3.268 -0.3 -0.1 0.8 -0.2086
C -3.634 1.025 2.404 0.4 -0.5 0.3 -0.3508
C -4.417 1.804 3.383 -0.4 0.3 -0.3 -0.2133
N -5.065 2.422 4.104 0.2 -0.2 0.2 0.2281
C -4.500 -0.230 2.067 -0.4 -0.1 -0.3 -0.5944
Br -3.520 -1.458 0.919 0.6 -0.1 0.1 0.7826
C -6.004 -0.070 1.616 0.2 0.1 -0.7 -0.6678
C -6.587 1.347 1.496 -0.4 -0.2 0.4 -0.1437
Br -6.407 -0.989 -0.089 -0.4 0.0 0.1 0.6340
C -3.112 1.949 1.239 -0.1 0.6 0.3 -0.2007
C -3.801 1.699 -0.031 -0.1 -0.6 0.0 -0.2291
N -4.304 1.493 -1.045 0.2 0.2 0.0 0.2230
C -3.359 3.486 1.465 0.3 -0.1 -0.5 -0.1310
C -2.552 4.210 2.528 -0.4 0.6 0.2 -0.1698
C -2.888 5.693 2.497 0.1 -0.2 0.6 -0.2020
F -2.236 6.333 1.450 -0.2 0.0 -0.1 -0.0517
B -1.564 1.747 0.787 0.5 0.2 0.3 -0.6640
O -0.927 0.525 0.778 -0.2 0.1 -0.3 0.1341
O -0.893 2.855 0.332 -0.8 -0.2 -0.4 0.0350
C -0.559 2.793 -1.062 0.4 -0.1 0.0 -0.0231
H 0.375 1.643 3.057 0.0 0.1 0.0 0.0752
H 0.225 1.588 4.820 0.0 0.1 0.0 0.0817
H -0.013 0.132 3.861 0.0 0.0 0.1 0.0853
H -1.948 1.830 4.699 -0.1 0.1 -0.1 0.1133
H -1.870 -0.248 2.716 0.1 0.2 -0.3 0.0804
H -2.914 -0.069 4.100 -0.1 -0.1 -0.1 0.1350
H -4.527 -0.806 2.987 -0.1 0.1 0.1 0.0832
H -6.606 -0.645 2.308 0.1 0.0 0.1 0.0748
H -5.854 2.142 1.474 0.1 0.0 -0.2 0.0412
H -7.235 1.537 2.352 0.1 0.1 0.1 0.0822
H -7.222 1.410 0.619 0.1 0.1 -0.1 0.0504
H -3.097 3.943 0.510 -0.1 0.1 0.0 0.1290
H -4.426 3.673 1.593 0.0 -0.1 0.2 0.1155
H -1.477 4.130 2.378 0.0 -0.3 0.0 0.1180
H -2.796 3.883 3.536 0.1 -0.2 0.0 0.0947
H -3.965 5.863 2.422 0.0 0.1 -0.3 0.1209
H -2.556 6.158 3.428 0.1 0.1 -0.1 0.1158
H -1.002 0.014 -0.035 0.0 -0.2 0.1 0.0733
H -0.777 3.758 -1.512 0.1 0.1 0.1 0.1015
H -1.150 2.046 -1.600 -0.1 0.0 0.1 0.0939
H 0.493 2.540 -1.195 0.1 0.1 0.0 0.0789
C 0.560 -6.213 -0.277 0.0 0.0 0.0 -0.0892
C -0.043 -4.884 -0.706 0.0 -0.1 0.0 -0.2696
N 0.893 -3.778 -0.604 0.0 0.2 0.0 -0.1919
C 0.268 -2.476 -0.729 -0.1 0.2 0.0 -0.2501
C -0.394 -2.114 -2.067 0.1 0.1 0.0 -0.0666
C 2.146 -3.936 -1.319 0.3 -0.1 0.0 -0.2416
C 2.094 -4.179 -2.833 0.1 0.1 0.0 -0.0794
H 0.986 -6.139 0.724 0.0 0.0 0.0 0.0801
H -0.215 -6.980 -0.263 0.0 0.0 0.0 0.0730
H 1.339 -6.551 -0.961 0.0 0.0 0.0 0.0645
H -0.887 -4.659 -0.047 0.0 0.1 0.0 0.1175
H -0.462 -4.995 -1.719 0.0 0.0 0.0 0.1037
H 1.012 -1.711 -0.484 0.1 -0.1 0.0 0.1047
H -0.492 -2.396 0.054 0.0 -0.1 0.1 0.0893
H 0.339 -1.893 -2.842 0.0 0.0 0.0 0.0541
H -1.010 -1.217 -1.950 0.0 0.0 0.0 0.0601
H -1.050 -2.906 -2.427 0.0 0.0 0.0 0.0728
H 2.698 -4.762 -0.864 -0.1 0.0 0.0 0.1041
H 2.757 -3.051 -1.116 -0.1 0.1 0.0 0.0981
H 1.351 -4.932 -3.101 0.0 0.0 0.0 0.0675
H 3.065 -4.544 -3.177 0.0 0.0 0.0 0.0723
H 1.877 -3.271 -3.393 -0.1 0.0 0.0 0.0508
C 7.055 1.059 -3.426 0.0 0.0 0.0 -0.0909
C 5.783 1.260 -2.616 0.1 0.0 0.0 -0.2746
N 4.761 0.272 -2.910 -0.1 0.0 0.0 -0.1973
C 3.455 0.608 -2.372 -0.1 0.1 0.0 -0.2452
C 3.290 0.672 -0.848 -0.1 0.0 0.0 -0.0746
C 5.163 -1.115 -2.755 0.2 -0.2 -0.1 -0.2436
C 5.690 -1.560 -1.385 -0.1 -0.1 0.0 -0.0798
H 6.832 1.017 -4.493 0.0 0.0 0.0 0.0800
H 7.738 1.892 -3.252 0.0 0.0 0.0 0.0724
H 7.581 0.145 -3.147 0.0 0.0 0.0 0.0640
H 5.369 2.241 -2.865 -0.1 0.0 0.0 0.1173
H 6.046 1.297 -1.547 0.0 0.0 0.0 0.1021
H 2.727 -0.102 -2.778 0.1 -0.1 0.0 0.1049
H 3.174 1.581 -2.789 0.1 0.0 0.0 0.1093
H 3.281 -0.318 -0.394 0.0 0.0 0.0 0.0475
H 2.337 1.146 -0.600 0.0 0.0 0.0 0.0529
H 4.077 1.260 -0.376 0.0 0.0 0.0 0.0703
H 5.930 -1.336 -3.502 0.0 0.1 0.0 0.1023
H 4.313 -1.743 -3.037 -0.1 0.1 0.0 0.1028
H 6.414 -0.861 -0.963 0.0 0.1 -0.1 0.0674
H 6.193 -2.524 -1.479 0.0 0.0 0.0 0.0732
H 4.880 -1.687 -0.667 0.1 0.0 0.1 0.0453
```
Positions in Å, forces in eV/Å.